(1)
Formula: C15H23BN6PdSi
Source: the Open Molecules 2025 dataset
Level of theory: ωB97M-V/def2-TZVPD

```
47
Properties=species:S:1:pos:R:3:forces:R:3:mulliken_charge:R:1
Pd -0.1498 -0.0197 -0.5800 0.798 2.486 -0.894 0.00
Si 1.5383 -1.3972 3.8610 1.473 -0.800 2.109 -0.03
N -1.4927 1.6527 -0.4100 0.246 0.064 -0.241 0.24
N -1.8003 -0.6747 -1.8387 -0.124 -0.443 -1.279 0.18
N 0.4350 0.9460 -2.3880 -1.125 0.251 -0.204 0.13
N -0.4375 1.5614 -3.2751 0.620 -0.327 0.596 0.19
N -2.1653 2.2190 -1.4842 0.710 -0.688 0.096 0.00
N -2.4193 0.1188 -2.7803 -0.547 -0.320 0.214 0.20
C -3.3707 -0.6143 -3.4128 1.162 0.860 0.919 0.03
C -3.3599 -1.8929 -2.8536 0.504 -0.800 0.961 -0.98
C 0.2458 -0.4364 1.2452 -1.431 0.078 -0.219 0.05
C -2.3668 -1.8844 -1.8565 -1.160 0.233 -0.577 -0.26
C -3.0063 3.1748 -1.0156 1.015 -0.886 0.741 0.02
C 1.7644 -0.0086 5.0991 -0.310 0.552 -0.232 -0.93
C 3.2412 -2.0343 3.3768 -0.084 0.141 -0.667 -0.95
C 0.5673 -2.8213 4.6096 -0.747 -0.216 -0.385 -0.92
C 0.2643 1.9343 -4.3675 -0.512 -0.136 0.699 0.05
C 1.6700 0.9844 -2.9043 -0.711 0.345 -1.322 -0.04
C -1.8809 2.2743 0.7023 -0.721 0.175 -0.038 -0.19
C 2.8644 -0.9389 -0.3960 -0.120 0.363 0.295 -1.14
C 1.5979 1.5788 -4.1828 0.397 -0.385 1.047 -1.07
C 0.7000 -0.7403 2.3658 -0.299 0.154 -0.735 0.27
C -2.8594 3.2344 0.3726 0.450 -0.337 -0.260 -1.12
B -1.9690 1.6204 -2.9199 0.214 -0.212 0.343 0.04
H 2.4976 0.5565 -2.3631 -0.025 0.177 -0.205 0.27
H 3.8368 -1.2345 2.9174 -0.040 -0.106 0.138 0.34
H -3.9838 -0.1825 -4.1908 0.139 -0.048 -0.037 0.49
H 2.4204 1.7186 -4.8539 0.082 0.126 -0.174 0.42
H -2.6006 2.2126 -3.7447 0.108 -0.151 0.138 0.01
H 3.1735 -2.8442 2.6388 0.010 0.059 0.176 0.31
H 1.0475 -3.1610 5.5382 0.083 0.292 -0.262 0.32
H -3.9787 -2.7318 -3.1139 -0.027 -0.063 -0.175 0.43
H -2.0325 -2.6505 -1.1718 -0.154 -0.027 -0.138 0.49
H 2.5693 -0.0823 0.2132 0.443 0.207 -0.078 0.33
H 0.8249 0.4938 5.3662 0.182 -0.174 -0.020 0.35
H 3.5176 -0.6339 -1.2219 -0.134 -0.236 0.354 0.40
H -0.2304 2.4403 -5.1928 0.174 -0.187 0.221 0.49
H 0.5353 -3.6783 3.9223 0.072 0.193 0.138 0.33
H 1.9293 -1.3638 -0.7965 0.036 -0.459 -0.231 0.26
H 3.8108 -2.4151 4.2361 -0.352 0.153 -0.086 0.34
H 3.3511 -1.6595 0.2752 -0.289 0.071 -0.392 0.30
H -0.4751 -2.5663 4.8476 0.291 0.028 -0.018 0.34
H -3.3776 3.8829 1.0572 0.038 0.028 -0.011 0.41
H 2.4352 0.7589 4.6899 -0.091 -0.163 0.098 0.33
H -3.6290 3.7292 -1.7021 0.052 -0.023 0.080 0.48
H 2.2186 -0.3893 6.0235 -0.101 -0.102 -0.280 0.32
H -1.4711 1.9639 1.6587 -0.195 0.251 -0.205 0.50
```
Positions in Å, forces in eV/Å.

Computed properties:
net charge	+2
strongest force on any atom	2.76	eV/Å
HOMO energy (spin up / spin down)	-15.791 / -15.233	eV
2S+1	3

(2)
Formula: C15H23BN6SiV
Source: the Open Molecules 2025 dataset
Level of theory: ωB97M-V/def2-TZVPD

```
47
Properties=species:S:1:pos:R:3:forces:R:3:mulliken_charge:R:1
V -0.8482 0.2252 -0.0263 0.591 3.497 -1.236 1.07
Si 4.0520 -0.6842 -0.4186 0.166 0.079 -0.171 -0.06
N -1.4794 -0.0769 1.7134 -2.081 -0.433 3.508 -0.09
N -2.3906 1.3987 -0.5680 -2.691 0.949 -0.277 -0.10
N -3.6378 0.8355 -0.2453 1.290 1.041 -0.555 0.07
N -2.9330 -1.5767 -0.4532 1.751 0.128 -0.666 -0.12
N -1.5858 -1.3058 -0.7756 -2.232 -3.518 -1.648 -0.01
N -2.8495 -0.4172 1.8060 1.751 0.449 0.261 -0.01
C 5.1366 0.4530 0.6039 0.019 0.385 0.312 -0.96
C 4.4677 -2.4209 0.1359 -0.226 -0.431 0.220 -0.95
C -4.0234 2.7978 -1.2455 0.366 -0.375 0.132 -1.07
C -2.2690 -3.0823 -1.9704 -0.255 0.269 0.241 -1.08
C 2.2431 -0.2728 -0.2947 -2.419 0.472 0.018 -0.31
C 1.5806 3.1979 0.0548 -0.099 -0.129 0.008 -0.85
C 4.6431 -0.5662 -2.1945 -0.134 0.120 -0.446 -0.99
C -3.1949 -0.4080 3.1008 0.529 0.263 0.277 -0.14
C -4.6037 1.6728 -0.6559 0.484 0.129 -0.048 -0.10
C -2.6310 2.5910 -1.1798 -1.059 -1.662 0.988 -0.34
C 1.0001 -0.0157 -0.2332 7.085 -2.029 -0.162 0.12
C -1.0303 0.1435 2.9802 -1.448 -0.591 -1.283 -0.19
C -2.0817 -0.0674 3.8788 -0.232 0.002 -0.496 -1.06
C -3.3282 -2.6334 -1.1755 0.346 -0.022 -0.281 -0.14
C -1.1973 -2.2296 -1.6994 -1.196 0.793 1.221 -0.15
B -3.6679 -0.5701 0.4850 0.079 0.341 -0.258 0.06
H 5.5451 -2.6106 0.0187 -0.232 0.147 -0.007 0.27
H -4.8148 -0.8847 0.6831 0.251 -0.032 0.043 -0.11
H -4.5295 3.6476 -1.6641 -0.076 0.021 -0.026 0.38
H 6.2016 0.2128 0.4692 -0.270 -0.066 -0.064 0.30
H 1.5102 3.0918 1.1393 0.007 0.075 -0.060 0.25
H 1.3385 2.2265 -0.3916 0.180 0.471 0.051 -0.04
H -5.6412 1.4153 -0.5019 0.059 0.077 -0.033 0.46
H -2.2633 -3.9016 -2.6640 -0.131 -0.104 -0.007 0.39
H 5.0117 1.5101 0.3357 -0.041 -0.180 0.016 0.29
H 5.7175 -0.7746 -2.2901 -0.185 0.013 0.189 0.29
H 4.4699 0.4300 -2.6194 -0.009 -0.119 0.083 0.30
H -1.8153 3.2134 -1.5070 0.036 -0.024 -0.019 0.49
H 3.9350 -3.1801 -0.4519 0.072 0.153 0.096 0.30
H 0.8843 3.9660 -0.2849 0.079 0.033 0.025 0.30
H -4.3478 -2.9789 -1.1121 0.057 -0.096 0.054 0.46
H -0.1922 -2.2093 -2.0908 -0.035 0.023 0.110 0.50
H -0.0054 0.4356 3.1415 0.000 -0.090 -0.017 0.51
H 4.2163 -2.5898 1.1912 0.031 0.037 -0.180 0.31
H 2.6046 3.4745 -0.2093 -0.156 -0.029 -0.011 0.31
H -2.0262 0.0369 4.9430 -0.135 -0.041 0.201 0.39
H -4.2136 -0.5993 3.4034 0.092 -0.111 -0.035 0.46
H 4.1200 -1.2849 -2.8389 0.036 0.114 0.131 0.31
H 4.9231 0.3651 1.6778 -0.015 0.004 -0.197 0.31
```
Positions in Å, forces in eV/Å.

Computed properties:
relative energy (zero: lowest compared OMol25 entry of this formula, charge and spin)	0.000	eV
strongest force on any atom	7.37	eV/Å
HOMO energy (spin up / spin down)	-6.228 / -8.725	eV
2S+1	4

(3)
Formula: C15H23Br4Cl2FN3
Source: the Open Molecules 2025 dataset
Level of theory: ωB97M-V/def2-TZVPD

```
48
Properties=species:S:1:pos:R:3:forces:R:3:mulliken_charge:R:1
Br -4.4927 -3.5617 4.2812 -0.084 -0.011 -0.034 -0.14
Br -6.4600 -4.6608 1.3639 0.108 0.041 -0.039 -0.13
Br 4.3871 4.8135 0.0779 0.105 0.120 -0.009 -0.12
Br 6.3493 5.9894 2.9728 -0.123 -0.052 -0.005 -0.13
Cl -1.2973 -2.9035 -1.0537 -1.330 0.970 -0.005 -0.15
Cl -3.8254 0.6810 -1.6620 1.454 -1.128 -0.241 -0.10
F 4.9224 1.3949 -0.6108 -1.309 0.229 0.162 -0.37
N 0.3319 -0.0180 -3.8968 -1.111 0.092 2.848 -0.05
N -1.1618 1.6346 1.6630 -0.599 0.338 -1.958 -0.61
N -1.2617 -0.2369 -2.3158 1.589 0.812 -0.916 0.16
C -2.6786 -1.7558 -1.0312 -0.359 0.496 0.210 0.78
C 5.7039 3.8662 1.1629 -0.211 -0.151 0.026 -0.51
C -3.9599 -2.2008 -0.2604 0.529 -0.095 -0.165 -0.99
C -0.0918 0.2567 -1.6534 2.332 0.404 -1.698 0.53
C 5.5801 4.2360 2.6187 0.284 0.187 0.141 -0.61
C -5.3024 -5.2939 3.9052 0.265 0.065 0.157 -0.56
C 0.0629 0.5520 -0.1381 -1.706 -0.471 -0.616 -0.23
C 3.5416 1.4928 -0.3691 -1.948 -0.041 -0.451 -0.53
C 2.4144 0.8187 -2.6310 -0.670 0.365 -0.847 -0.74
C -1.0682 1.5135 0.3856 0.519 -0.225 1.320 -0.22
C 2.7402 2.0123 -1.6458 1.830 -0.462 -0.144 -0.83
C -5.1755 -5.6496 2.4472 -0.254 -0.145 -0.120 -0.60
C -2.5238 -0.5538 -1.6563 -0.214 -0.884 0.291 -0.55
C 0.9200 0.3826 -2.6696 -1.188 -0.211 1.345 0.06
C -0.9551 -0.3816 -3.6500 -0.147 -0.088 0.005 -0.25
H -4.5935 -2.8467 -0.9320 0.623 0.693 0.629 0.31
H 3.2611 2.1770 0.4719 1.007 -0.509 -0.518 0.32
H 2.6580 1.1893 -3.6745 -0.368 -0.492 1.015 0.40
H -6.3337 -5.2437 4.2475 0.072 -0.008 -0.118 0.38
H 4.5502 4.2651 2.9688 0.067 -0.024 -0.110 0.38
H -5.4179 -6.6995 2.2849 0.013 0.063 0.063 0.36
H -4.5585 -1.3171 0.0973 0.706 -0.898 -0.529 0.39
H -1.9484 2.2883 1.7943 0.386 -0.229 0.573 0.29
H -4.1891 -5.4410 2.0385 -0.061 -0.001 0.128 0.35
H 6.6812 4.0930 0.7425 -0.088 0.038 0.092 0.48
H 5.4858 2.8105 1.0154 0.078 0.075 0.051 0.18
H 3.4723 2.6813 -2.1900 -0.871 -0.576 0.659 0.41
H 1.0632 0.9598 0.1413 -0.892 -0.363 -0.574 -0.04
H -1.7786 2.0824 -0.2753 0.994 -0.755 0.096 0.37
H 0.8763 0.0075 -4.7575 -0.719 -0.240 0.049 0.28
H 3.1488 0.4680 -0.1229 0.707 0.770 -0.086 0.43
H -4.7530 -6.0046 4.5221 -0.027 0.010 -0.090 0.34
H 6.1511 3.5448 3.2382 -0.031 -0.014 -0.108 0.38
H 3.0825 -0.0818 -2.4880 -0.730 0.988 0.159 0.39
H -1.6638 -0.7623 -4.4149 0.645 0.419 0.810 0.45
H -3.6786 -2.8229 0.6311 -0.163 0.626 -0.881 0.23
H 1.8650 2.6547 -1.3770 0.648 -0.776 -0.160 0.48
H -0.0800 -0.4297 0.4039 0.244 1.045 -0.406 0.33
```
Positions in Å, forces in eV/Å.

Computed properties:
net charge	+1
strongest force on any atom	3.06	eV/Å
HOMO energy	-11.730	eV

(4)
Formula: C15H23BrN5O3Y
Source: the Open Molecules 2025 dataset
Level of theory: ωB97M-V/def2-TZVPD

```
48
Properties=species:S:1:pos:R:3:forces:R:3:mulliken_charge:R:1
Y 0.9273 0.1966 -0.2532 -0.235 1.453 1.697 0.58
Br -0.7799 1.9862 -2.0335 -0.123 -0.058 0.013 -0.10
O 2.1983 0.3237 -1.9806 0.689 -0.179 -0.960 -0.52
O 0.9249 6.6357 -0.6865 0.161 -0.124 0.163 -0.47
O 1.5025 -1.6172 -1.2756 0.482 -0.534 -0.620 -0.55
N 1.0375 2.5794 -0.0766 0.192 0.455 0.290 -0.28
N 3.2503 -0.4156 0.7514 0.015 0.030 -0.257 -0.52
N -0.7204 -0.8010 0.7795 -0.795 -0.606 0.171 0.02
N -2.6167 -2.2086 0.7483 -0.130 -0.044 0.200 0.11
N -1.7754 -1.3073 -1.2101 -0.303 -0.114 0.081 0.22
C 1.7992 3.3994 0.6796 0.020 -0.093 0.031 -0.50
C -2.7704 -1.9508 -2.0868 0.093 0.044 0.207 -0.67
C 0.2082 4.5124 -1.2381 -0.047 -0.008 -0.096 -0.42
C 3.8703 -1.3109 -1.5159 0.192 -0.052 0.015 -0.75
C 0.2801 3.1746 -0.9947 -0.120 -0.091 -0.171 0.32
C -0.5690 -1.0591 2.2244 -0.039 0.050 -0.207 -0.68
C 2.4604 -0.8914 -1.7183 0.012 -0.277 -0.416 1.17
C 1.8184 4.7612 0.5398 0.079 0.023 0.049 -0.65
C -4.0068 -2.2556 -1.2729 -0.063 0.040 0.023 -0.62
C -2.6687 -2.3285 2.2174 -0.062 -0.062 -0.240 -0.63
C -3.5897 -3.0063 -0.0262 0.121 0.102 0.155 -0.61
C 4.3302 -0.4765 -0.3069 -0.211 -0.054 0.115 -0.59
C -1.9230 -1.1960 2.8817 -0.082 0.120 0.111 -0.84
C 1.0085 5.3341 -0.4442 -0.112 0.519 -0.080 0.83
C -1.7061 -1.4542 0.1437 -0.064 -0.132 -0.179 0.22
H -3.1504 -3.9735 -0.2783 0.044 -0.025 0.004 0.28
H -0.4286 4.9305 -2.0045 0.024 0.011 0.029 0.50
H -4.5186 -1.3316 -0.9927 0.014 -0.033 -0.025 0.30
H -4.6984 -2.8566 -1.8608 0.002 -0.005 0.011 0.37
H -1.8162 -1.4025 3.9458 -0.026 -0.003 0.001 0.39
H -0.9278 -1.0502 -1.6782 0.197 -0.158 -0.116 0.04
H 4.4896 -1.0680 -2.3773 0.013 -0.005 0.003 0.34
H 3.6141 0.1417 1.5188 0.004 0.063 0.037 0.28
H 1.4984 7.1571 -0.1058 -0.047 -0.001 -0.056 0.33
H -0.0208 -0.2277 2.6784 0.053 0.058 -0.025 0.47
H 2.4176 2.9278 1.4327 -0.005 -0.027 0.003 0.43
H 0.0176 -1.9656 2.3900 0.045 -0.093 0.021 0.34
H -2.4797 -0.2623 2.7740 0.021 -0.014 0.005 0.31
H 2.4489 5.3673 1.1790 -0.041 -0.032 -0.043 0.37
H -2.9926 -1.2723 -2.9072 -0.004 0.060 -0.012 0.38
H -2.3541 -2.8660 -2.5094 0.031 -0.049 0.001 0.34
H 4.5166 0.5434 -0.6249 -0.001 0.108 -0.041 0.33
H -2.2552 -3.2946 2.5116 0.028 -0.052 -0.024 0.30
H 3.1436 -1.3471 1.1472 0.004 -0.109 0.012 0.28
H -3.7176 -2.3204 2.5034 -0.073 0.008 0.038 0.43
H 5.2495 -0.8832 0.1036 0.055 -0.061 0.065 0.41
H -4.4369 -3.1924 0.6287 -0.051 0.017 0.004 0.38
H 3.9110 -2.3781 -1.3197 0.043 -0.066 0.015 0.36
```
Positions in Å, forces in eV/Å.

Computed properties:
net charge	+2
strongest force on any atom	2.25	eV/Å
HOMO energy	-15.073	eV

(5)
Formula: C15H23ClN4O4S
Source: the Open Molecules 2025 dataset
Level of theory: ωB97M-V/def2-TZVPD

```
48
Properties=species:S:1:pos:R:3:forces:R:3:mulliken_charge:R:1
Cl 0.1394 2.5172 4.0185 -0.028 -0.009 -0.049 -0.18
S -3.7026 2.6097 0.3303 0.001 -0.002 -0.002 -0.23
O 1.5634 -2.1913 1.1273 -0.017 -0.016 -0.113 -0.67
O -0.8096 1.3106 -0.0323 -0.069 -0.032 0.046 0.07
O -2.1789 -0.9419 -2.0273 -0.088 -0.085 -0.035 -0.72
O 0.5443 -4.2922 -3.1642 -0.028 0.019 0.009 -0.51
N 1.2708 2.5395 1.5901 0.070 0.065 0.119 0.76
N 1.9254 -1.6467 -1.0578 -0.174 0.222 -0.049 -0.01
N 2.0252 1.8245 0.7390 0.285 -0.010 0.390 -1.02
N -0.9080 -1.5829 -0.2689 -0.001 -0.030 0.156 0.11
C -2.0266 0.5764 -0.1551 0.009 -0.032 0.026 0.86
C 2.1173 -1.5121 0.2771 -0.001 -0.118 0.076 0.43
C 2.2795 0.6836 1.3631 -0.008 -0.025 -0.028 1.05
C 1.0495 1.8552 2.7303 -0.017 -0.018 -0.102 -0.01
C -2.5068 0.3785 1.2787 -0.001 -0.022 0.051 -0.92
C 3.0664 -0.3926 0.6807 0.020 -0.017 0.009 -1.12
C 1.5032 -3.6877 -2.3146 0.025 -0.006 0.004 -0.87
C 0.7038 3.8063 1.1803 -0.014 0.008 0.024 -0.95
C -1.7419 -0.7364 -0.9085 0.173 0.159 -0.057 -0.19
C 1.6778 0.6401 2.6333 0.021 0.001 0.039 -0.80
C 0.8869 -2.4126 -1.7511 0.150 -0.309 -0.003 0.25
C -3.1259 1.3651 -0.8587 0.031 0.050 -0.009 -0.71
C -0.3520 -2.7478 -0.9177 -0.041 0.164 -0.110 -1.55
C -0.1029 1.5500 -1.2332 -0.064 0.163 -0.265 -0.62
C -3.0303 1.7238 1.7774 -0.041 -0.035 0.015 -0.51
H -2.2336 2.3167 2.2170 0.073 0.033 0.011 0.06
H 0.8881 -5.1300 -3.4833 0.011 -0.028 -0.011 0.33
H 0.7693 2.1410 -0.9638 -0.175 -0.133 -0.202 0.47
H 1.3474 4.2174 0.4084 0.014 0.018 0.000 0.29
H -3.2932 -0.3775 1.2972 -0.035 0.020 -0.036 0.46
H -0.7017 2.0962 -1.9648 -0.094 -0.013 -0.024 0.29
H -0.4852 -1.3033 0.6027 -0.007 0.032 0.013 0.24
H 3.5911 0.0355 -0.1730 0.006 0.012 0.003 0.38
H 1.7038 -0.1506 3.3614 -0.001 0.003 0.000 0.47
H -2.7660 1.8581 -1.7575 0.000 -0.014 -0.026 0.39
H 0.5527 -1.7948 -2.5884 -0.003 0.006 -0.015 0.44
H 2.4169 -3.4360 -2.8644 -0.004 0.008 -0.001 0.37
H -3.9316 0.6953 -1.1507 0.021 -0.015 0.021 0.47
H 2.4134 -0.9801 -1.6320 -0.019 0.019 0.014 0.32
H 0.2376 0.6143 -1.6895 -0.004 -0.012 -0.006 -0.07
H -3.8148 1.5951 2.5205 0.011 0.007 0.013 0.50
H 3.7993 -0.8242 1.3625 -0.001 0.017 0.015 0.36
H -1.6831 0.0329 1.9074 -0.032 -0.027 0.002 0.26
H -0.1295 -3.4998 -0.1676 0.053 -0.003 0.050 0.47
H -0.3023 3.6590 0.7849 -0.016 0.000 0.010 0.28
H 0.6703 4.4860 2.0282 0.010 0.002 0.000 0.41
H -1.0928 -3.1409 -1.6102 -0.007 -0.028 0.018 0.50
H 1.7766 -4.3468 -1.4817 0.006 0.010 0.008 0.37
```
Positions in Å, forces in eV/Å.

Computed properties:
relative energy (zero: lowest compared OMol25 entry of this formula, charge and spin)	0.495	eV
strongest force on any atom	0.48	eV/Å
HOMO energy	-8.383	eV
SMILES string	CO[C@@]1(C(=O)NC[C@H](CO)NC(=O)Cc2cc(Cl)n(C)n2)CCSC1